1.
CH2ClF2P | the ωB97M-V functional and the def2-TZVPD basis

Values from the calculation:
Kohn-Sham gap ... 10.629 eV
Total charge ... 0
Spin multiplicity ... 1
Calculated total energy ... -28313.0264 eV
Energy above the lowest of the compared OMol25 structures with the same formula, charge and spin ... 300.00 kJ/mol
Molar mass ... 118.45 g/mol

Last column: natural (NBO) charge in e.
Positions of all 7 atoms, in Å:
1 C -1.8372 -0.0325 -0.4038  0.356
2 F -1.6233 -1.7125 0.4026  -0.543
3 F -2.1531 -0.4636 -1.6325  -0.292
4 P -0.2413 0.7980 -0.3704  0.352
5 Cl -3.0646 0.5305 0.6753  0.095
6 H 0.3685 -0.3627 -0.2898  0.022
7 H -0.2121 1.0587 0.9990  0.010

Atomic forces in eV per Å
C -0.550 -4.122 1.298
F -0.123 3.222 -1.602
F -0.343 0.778 1.531
P -0.376 2.443 -0.452
Cl 0.060 -0.061 -1.104
H 1.456 -2.214 0.037
H -0.126 -0.046 0.292

2.
C12H28N4O4 | the ωB97M-V functional and the def2-TZVPD basis

Values from the calculation:
Kohn-Sham gap ... 9.221 eV
Total charge ... 0
Spin multiplicity ... 1
Calculated total energy ... -27050.2931 eV
Energy above the lowest of the compared OMol25 structures with the same formula, charge and spin ... 32.47 kJ/mol
Molar mass ... 292.38 g/mol

Last column: natural (NBO) charge in e.
Positions of all 48 atoms, in Å:
1 C 2.6359 3.1437 -3.4852  -0.421
2 N 1.2076 2.9208 -3.5686  -0.626
3 C 0.4775 3.3588 -4.6135  0.669
4 C -0.9521 2.8725 -4.6487  -0.703
5 O 0.9525 4.0543 -5.5097  -0.656
6 H 2.9957 3.5403 -4.4311  0.232
7 H 3.1423 2.2263 -3.1931  0.190
8 H 2.8620 3.9071 -2.7323  0.192
9 H 0.8414 2.2524 -2.9039  0.429
10 H -1.6588 3.6951 -4.5708  0.231
11 H -1.1419 2.2238 -3.7865  0.218
12 H -1.1225 2.2970 -5.5542  0.229
13 C 0.8942 -1.2764 2.2078  -0.417
14 N 2.0787 -0.6890 2.7907  -0.623
15 C 2.8717 0.2172 2.1417  0.678
16 C 4.0672 0.7007 2.9384  -0.716
17 O 2.5901 0.7003 1.0660  -0.621
18 H -0.0309 -0.8320 2.5862  0.193
19 H 0.8592 -2.3114 2.5543  0.214
20 H 0.8638 -1.2545 1.1232  0.209
21 H 2.5390 -1.2665 3.4729  0.387
22 H 3.7373 1.1430 3.8794  0.230
23 H 4.5029 1.5294 2.3860  0.243
24 H 4.7879 -0.1011 3.0869  0.223
25 C 1.6903 -0.5659 -2.0709  -0.434
26 N 0.3691 -0.8355 -1.5577  -0.607
27 C -0.5159 0.1499 -1.3134  0.684
28 C -1.8374 -0.3350 -0.7639  -0.719
29 O -0.2736 1.3304 -1.5147  -0.650
30 H 2.2114 -1.4737 -2.3475  0.208
31 H 2.2915 -0.0309 -1.3212  0.228
32 H 1.6298 0.1763 -2.8683  0.209
33 H 0.1975 -1.7554 -1.1917  0.396
34 H -2.5078 0.4986 -0.5615  0.237
35 H -1.6912 -0.8609 0.1799  0.230
36 H -2.3588 -0.9587 -1.4919  0.230
37 C -4.0155 -2.1499 1.2218  -0.421
38 N -3.8157 -2.1840 2.6585  -0.613
39 C -2.6669 -2.6642 3.2190  0.672
40 C -2.5689 -2.4990 4.7101  -0.712
41 O -1.8107 -3.2432 2.5742  -0.644
42 H -5.0488 -2.3977 0.9711  0.203
43 H -3.3657 -2.8358 0.6959  0.236
44 H -3.8689 -1.1131 0.9149  0.195
45 H -4.4897 -1.7810 3.2824  0.395
46 H -1.7462 -1.8521 5.0106  0.240
47 H -2.3087 -3.4717 5.1392  0.242
48 H -3.4997 -2.1991 5.1893  0.209

Atomic forces in eV per Å
C -0.090 0.697 0.249
N 0.551 -0.373 0.184
C 0.188 0.131 -0.808
C -0.060 -0.374 0.830
O -0.287 -0.157 0.446
H 0.026 -0.270 -0.111
H 0.090 -0.053 -0.153
H 0.007 -0.118 0.027
H -0.488 0.264 0.007
H 0.081 0.148 -0.287
H -0.029 0.029 -0.143
H -0.024 0.169 -0.167
C -0.452 -0.664 0.488
N 0.353 -0.052 -0.331
C -0.204 0.412 0.490
C -0.167 0.335 -0.268
O -0.242 -0.125 -0.335
H 0.141 0.270 -0.077
H -0.132 -0.030 -0.296
H 0.312 0.155 -0.067
H 0.018 0.222 0.201
H 0.017 -0.409 0.178
H 0.238 -0.240 -0.176
H 0.096 0.091 0.193
C 0.537 1.308 0.633
N 0.251 -0.400 -0.173
C -0.272 0.013 0.349
C -0.354 0.350 0.094
O 0.028 -0.080 -0.299
H -0.164 -0.083 -0.273
H -0.055 -0.345 0.134
H -0.085 -0.519 -0.432
H -0.240 0.019 -0.067
H 0.256 0.197 -0.029
H 0.040 -0.245 -0.146
H 0.194 -0.264 0.114
C -0.859 0.740 0.289
N 0.689 -0.575 0.191
C -0.497 -0.175 -0.146
C 0.114 -0.656 0.646
O 0.219 0.263 -0.128
H 0.032 -0.138 0.122
H 0.287 0.011 0.192
H 0.173 -0.180 -0.467
H -0.112 0.147 -0.177
H -0.111 0.272 -0.238
H -0.049 0.012 -0.181
H 0.040 0.274 -0.083